No. 1
The following is a DFT calculation (ωB97M-V/def2-TZVPD) of an isolated molecule of C5H9NO at a distorted geometry.

```
16
Properties=species:S:1:pos:R:3:forces:R:3
C -1.017 0.335 0.424 -5.141 1.322 3.389
C -0.510 -1.031 0.819 4.903 2.546 0.216
C 0.805 -0.750 -0.128 2.227 -8.964 -1.396
C 1.388 0.505 0.277 0.483 3.272 6.467
C -0.017 0.867 -0.352 5.885 2.197 -4.474
H -2.466 0.194 -1.225 1.580 0.205 2.095
H -1.115 0.974 1.361 -0.373 -0.526 -1.170
H -1.107 -1.739 0.473 -2.370 -3.365 -1.868
H -0.146 -1.359 1.864 -0.854 1.337 -1.417
H 1.230 -1.792 -0.431 0.617 1.474 1.527
H 2.363 1.101 0.045 -1.920 -1.728 -0.658
H 1.370 0.562 1.515 0.142 0.240 -2.675
H -0.180 1.656 -0.993 -0.611 2.909 -0.060
H 1.285 0.127 -1.963 -2.636 -0.795 2.049
N 0.385 -0.216 -1.382 -0.898 0.829 -1.895
O -2.267 0.567 -0.305 -1.032 -0.953 -0.131
```
Forces are in eV/Å.

As for the total energy: -325.71607 Ha. The value obtained for the max |F| is 9.341 eV/A. The LUMO energy comes out at 0.94 eV. Its spin multiplicity is 1. Its charge is 0.

Atomic partial charges in e from the natural (NBO) method, atoms 1 to 8:
1 C 0.074
2 C -0.410
3 C -0.085
4 C -0.434
5 C -0.098
6 H 0.496
7 H 0.202
8 H 0.216

No. 2
The following is a DFT calculation (ωB97M-V/def2-TZVPD) of the ion C4H9N2O2 with charge +1 at a distorted geometry.

```
17
Properties=species:S:1:pos:R:3:forces:R:3
C -0.827 1.100 -0.592 1.296 0.295 0.802
N 0.452 0.264 -0.449 -2.588 -0.714 -0.454
C 1.559 1.006 0.091 -0.075 1.685 1.568
C 0.095 -0.992 0.252 -1.195 -0.289 -0.473
C -0.941 -0.940 1.415 2.503 -3.160 -1.269
O -1.551 0.007 1.715 -1.459 1.292 1.248
N -0.423 -1.824 -1.073 0.809 0.922 -1.818
O -1.096 -2.765 -1.135 0.059 0.089 1.790
H -1.202 1.527 0.323 0.780 0.343 0.347
H -0.445 1.828 -1.256 -0.879 0.980 -1.121
H -1.622 0.447 -0.848 -0.509 -0.445 -1.266
H 0.666 0.128 -1.434 -0.067 -1.247 -0.267
H 1.094 1.242 1.109 1.890 0.332 -0.973
H 2.545 0.478 0.064 -1.116 0.158 0.310
H 1.629 1.899 -0.579 0.186 -0.383 1.014
H 1.020 -1.394 0.554 0.911 -1.198 0.553
H -0.954 -2.010 1.843 -0.548 1.342 0.010
```
Forces are in eV/Å.

As for the total energy: -417.37933 Ha. The SMILES is C[NH+](C)[C@@H](C=O)N=O. The value obtained for the max |F| is 4.226 eV/A. The LUMO energy comes out at -5.00 eV. Its spin multiplicity is 1. Its charge is +1.

Atomic partial charges in e from the natural (NBO) method, atoms 1 to 8:
1 C -0.408
2 N -0.351
3 C -0.429
4 C -0.144
5 C 0.429
6 O -0.453
7 N 0.170
8 O -0.123

No. 3
The following is a DFT calculation (ωB97M-V/def2-TZVPD) of a cluster of 10 separate species, C22H49Cl14NO3 in total at a distorted geometry.

```
89
Properties=species:S:1:pos:R:3:forces:R:3
C 0.606 -1.743 -0.765 0.567 0.516 0.636
C -0.224 -0.932 0.247 -1.063 -3.254 -1.706
N 0.317 -0.033 0.985 3.016 2.509 1.041
O -1.382 -1.174 0.463 -2.299 -0.945 -0.739
H 1.644 -1.412 -0.773 0.051 0.295 -0.247
H 0.189 -1.662 -1.769 -0.065 -0.083 0.198
H 0.690 -2.784 -0.452 -0.569 -0.012 -0.041
H -0.365 0.551 1.448 0.654 0.197 0.319
H 1.291 0.165 0.806 -0.289 0.789 0.527
C -3.651 10.243 2.805 -0.437 -0.240 0.008
C -3.892 9.173 3.816 -0.359 -1.451 0.474
C -3.136 7.890 3.636 -0.811 -1.833 -2.098
O -3.435 9.551 5.053 0.873 2.578 2.679
H -4.442 10.969 2.995 0.585 0.646 -0.056
H -3.887 9.829 1.824 0.443 0.077 -0.173
H -2.627 10.599 2.915 -0.173 0.337 -0.355
H -4.976 9.114 3.916 -0.286 -0.920 -0.468
H -2.061 8.040 3.536 -0.102 0.186 0.175
H -3.484 7.346 2.759 0.216 0.168 -0.745
H -3.345 7.098 4.355 0.109 0.561 0.800
H -3.867 9.083 5.771 -0.058 -0.108 -0.241
C 4.159 5.122 0.520 0.681 -0.413 1.038
C 5.100 4.928 1.751 -1.667 0.691 -0.487
C 4.804 5.989 2.864 1.597 -1.094 -0.269
O 4.811 3.635 2.247 -0.283 -0.604 0.241
H 4.438 6.006 -0.054 -0.106 -0.076 -0.015
H 3.138 5.202 0.893 -0.036 0.172 -0.092
H 4.212 4.212 -0.077 0.090 0.183 -0.241
H 6.133 4.867 1.409 0.206 0.812 0.092
H 5.393 5.648 3.716 0.112 0.119 0.280
H 3.778 5.994 3.230 -0.078 0.131 -0.591
H 5.222 6.963 2.609 -0.472 0.149 -0.111
H 5.544 3.368 2.806 -0.051 -0.082 0.148
Cl -5.479 2.574 -4.644 0.070 0.056 0.447
C -4.355 1.197 -4.390 0.028 0.115 -0.667
C -5.059 0.004 -3.834 -1.329 -1.006 0.310
Cl -6.275 -0.678 -4.958 -0.225 0.006 -0.647
H -3.524 1.488 -3.747 -0.154 0.177 -0.056
H -4.020 1.030 -5.414 0.360 -0.372 0.300
H -5.704 0.206 -2.978 0.591 0.413 0.227
H -4.480 -0.892 -3.614 0.667 0.604 0.100
Cl -2.804 1.253 11.581 0.232 1.093 0.127
C -3.419 0.129 10.372 1.183 -1.013 -0.274
C -2.325 -0.236 9.308 0.329 0.227 1.177
Cl -2.353 0.928 7.997 -0.603 0.289 -1.157
H -4.303 0.516 9.864 0.107 0.014 0.234
H -3.649 -0.685 11.059 -0.275 -0.504 -0.878
H -2.337 -1.284 9.009 -0.647 0.197 -0.468
H -1.282 -0.064 9.576 -0.324 -0.302 1.236
Cl 8.162 -2.635 -4.738 -0.082 -0.287 0.164
C 8.344 -1.372 -3.528 0.676 0.048 0.984
C 8.272 0.029 -4.121 -0.648 -0.555 0.812
Cl 9.133 0.271 -5.668 -0.308 0.039 0.700
H 9.203 -1.533 -2.877 0.821 -0.146 -0.910
H 7.610 -1.479 -2.730 -0.843 0.103 -0.559
H 8.637 0.700 -3.343 0.216 0.241 -0.367
H 7.196 0.187 -4.194 0.168 0.558 -0.827
Cl 2.112 0.560 -7.533 -0.506 -0.204 -0.332
C 1.230 -0.048 -8.980 0.398 0.059 -1.219
C 2.182 -0.109 -10.225 -0.196 0.063 2.131
Cl 2.785 1.562 -10.380 0.181 0.032 -0.771
H 0.475 0.645 -9.351 -0.249 0.178 0.936
H 0.774 -0.992 -8.683 0.186 0.000 -0.283
H 1.635 -0.402 -11.121 0.238 -0.038 0.126
H 3.035 -0.730 -9.955 -0.055 -0.096 -0.578
Cl 1.070 -7.386 -7.821 -0.345 -0.531 -0.078
C -0.026 -8.681 -7.206 0.009 -0.183 -0.470
C -0.319 -8.435 -5.772 -1.284 0.572 0.271
Cl -1.546 -7.062 -5.626 0.932 -0.242 0.103
H 0.454 -9.656 -7.292 0.347 0.168 -0.147
H -0.941 -8.725 -7.797 0.186 0.292 -0.097
H 0.622 -8.238 -5.259 -0.473 0.218 0.412
H -0.927 -9.229 -5.338 0.629 -0.288 0.006
Cl 2.859 -5.432 5.691 0.529 0.468 1.869
C 2.645 -5.163 4.005 -0.627 -0.840 -0.985
C 3.140 -6.454 3.332 -0.902 0.201 -1.254
Cl 2.166 -7.992 3.673 0.885 1.260 0.153
H 3.174 -4.308 3.584 0.529 -0.105 0.384
H 1.595 -4.878 3.929 -0.080 -0.632 -0.626
H 4.207 -6.547 3.539 -0.254 -0.568 0.439
H 3.062 -6.392 2.247 -0.087 0.220 0.020
Cl -7.969 -4.413 3.644 0.487 0.758 0.748
C -7.844 -5.699 2.450 -1.294 0.002 -0.504
C -6.434 -6.164 2.226 -0.126 -0.072 0.403
Cl -6.365 -7.610 1.172 -0.171 0.197 -0.002
H -8.288 -5.233 1.571 0.092 -0.529 -0.204
H -8.523 -6.444 2.865 0.322 -0.363 -0.494
H -6.051 -6.478 3.197 0.449 0.246 -0.244
H -5.873 -5.365 1.741 0.243 -0.237 0.297
```
Forces are in eV/Å.

As for the total energy: -7590.70982 Ha. The SMILES is CC(N)=O.CC(C)O.CC(C)O.ClCCCl.ClCCCl.ClCCCl.ClCCCl.ClCCCl.ClCCCl.ClCCCl. The value obtained for the max |F| is 4.059 eV/A. The LUMO energy comes out at -0.02 eV. Its spin multiplicity is 1. Its charge is 0.

Atomic partial charges in e from the Mulliken method, atoms 1 to 8:
1 C -0.849
2 C 0.611
3 N -0.367
4 O -0.643
5 H 0.325
6 H 0.238
7 H 0.240
8 H 0.242

Quick rundown of energy relative to the best compared isomer or geometry (same formula, charge and spin), same order as above: 139.0, 126.8, 93.0 kcal per mole
Quick rundown of frontier orbital gap, same order as above: 9.9, 8.9, 9.8 eV